[1]
Formula: C7H6Cl2NO4S
Source: OMol25
Level of theory: ωB97M-V with the def2-TZVPD basis set

Last column: Löwdin charge in e.
Positions of all 21 atoms, in Å:
C1 -1.670 -0.294 1.570  -0.15
C2 -1.375 -1.417 0.961  -0.15
C3 -2.054 0.913 0.949  -0.13
C4 -1.390 -1.511 -0.414  -0.16
C5 2.154 -2.368 0.396  -0.56
C6 -1.612 -1.384 -1.578  0.14
C7 -2.052 1.772 0.129  -0.62
N1 0.853 0.975 0.483  -0.15
O1 2.427 -3.190 -0.413  0.13
O2 2.122 -1.959 1.458  0.17
O3 1.084 1.240 -1.837  -0.38
O4 2.047 -0.749 -0.805  -0.47
S1 2.111 0.713 -0.683  0.86
Cl1 1.402 3.845 -1.031  -0.31
Cl2 -2.140 2.986 -0.947  0.72
H1 -1.721 -0.164 2.659  0.11
H2 -1.103 -2.338 1.454  0.11
H3 1.044 2.173 -1.773  -0.25
H4 -1.823 -1.599 -2.664  0.07
H5 0.750 1.937 0.749  -0.01
H6 0.947 0.420 1.335  0.04

For the LUMO energy, the calculation gives 2.9990 eV. The calculation puts the total energy at -52913.92834 eV. Its total charge is -1. The HOMO-LUMO gap comes out at 8.35 eV.

[2]
Formula: C7H6FO3S
Source: OMol25
Level of theory: ωB97M-V with the def2-TZVPD basis set

Last column: Löwdin charge in e.
Positions of all 18 atoms, in Å:
C1 2.410 -0.513 -0.458  -0.02
C2 1.020 -0.335 -0.104  -0.31
C3 0.302 -1.428 0.277  -0.25
F1 1.132 -2.503 0.459  -0.03
C4 -1.050 -1.816 0.425  -0.09
C5 -2.133 -1.051 -0.018  -0.44
S1 -2.001 0.433 -0.897  0.96
C6 -0.786 1.314 0.141  -0.41
C7 -0.829 2.983 0.034  -0.76
O1 -1.452 3.371 -0.926  -0.04
O2 -0.248 3.542 0.963  -0.04
O3 0.516 0.883 -0.380  -0.09
H1 2.689 -0.533 -1.530  0.10
H2 2.683 -1.459 0.105  0.11
H3 2.969 0.326 -0.151  0.07
H4 -1.230 -2.739 0.844  0.07
H5 -3.111 -1.362 -0.035  0.00
H6 -0.879 0.888 1.252  0.15

For the LUMO energy, the calculation gives 3.2679 eV. The calculation puts the total energy at -27051.03779 eV. Its total charge is -1. Its SMILES is CC1=C(F)C=CS[C@H](C(=O)[O-])O1. The HOMO-LUMO gap comes out at 7.52 eV.

[3]
Formula: C7H6HfNO7
Source: OMol25
Level of theory: ωB97M-V with the def2-TZVPD basis set

Last column: Löwdin charge in e.
Positions of all 22 atoms, in Å:
O1 -4.989 -3.091 3.235  0.08
C1 -4.211 -2.549 2.602  0.00
Hf1 -0.819 -0.521 0.775  1.28
C2 1.333 -0.713 1.190  0.07
O2 2.504 -0.725 1.335  0.26
C3 -1.501 -0.545 -1.330  -0.02
O3 -1.822 -0.425 -2.445  0.29
C4 -2.111 0.797 2.033  0.03
O4 -2.759 1.624 2.535  0.28
C5 -0.724 -2.674 0.065  -0.03
O5 -0.912 -3.776 -0.256  0.28
H1 -2.433 -1.203 0.846  -0.01
N1 2.942 1.384 -1.215  0.23
C6 1.534 0.931 -1.455  -0.05
C7 0.736 1.810 -0.499  -0.54
O6 1.267 2.845 -0.106  0.18
O7 -0.459 1.380 -0.121  -0.17
H2 2.871 2.400 -0.983  0.18
H3 3.550 1.168 -2.020  0.21
H4 3.309 0.903 -0.384  0.16
H5 1.253 1.136 -2.494  0.17
H6 1.443 -0.154 -1.308  0.12

For the LUMO energy, the calculation gives -15.2200 eV. The calculation puts the total energy at -24450.00090 eV. Its total charge is +3. The HOMO-LUMO gap comes out at 6.12 eV.

[4]
Formula: C7H6N2
Source: OMol25
Level of theory: ωB97M-V with the def2-TZVPD basis set

Last column: Löwdin charge in e.
Positions of all 15 atoms, in Å:
C1 0.610 0.023 -1.409  -0.12
C2 1.515 0.841 -0.559  -0.06
C3 -0.699 0.192 -1.575  -0.15
C4 1.635 0.488 0.774  -0.06
C5 -1.652 1.061 -1.010  -0.14
C6 0.742 -0.434 1.318  -0.01
C7 -2.506 1.724 -0.466  0.12
N1 -0.280 -2.211 2.520  0.06
N2 0.288 -1.408 1.771  -0.09
H1 1.140 -0.736 -1.983  0.11
H2 2.132 1.684 -0.902  0.11
H3 -1.201 -0.762 -1.969  0.14
H4 2.368 0.608 1.451  0.07
H5 -3.449 1.863 -0.005  0.03
H6 -0.644 -2.933 2.046  -0.01

For the LUMO energy (alpha / beta), the calculation gives 0.2354 / 0.2346 eV. The calculation puts the total energy at -10329.26134 eV. The HOMO-LUMO gap (alpha / beta) comes out at 8.12 / 8.12 eV.

[5]
Formula: C7H6N2O2S
Source: OMol25
Level of theory: ωB97M-V with the def2-TZVPD basis set

Last column: Löwdin charge in e.
Positions of all 18 atoms, in Å:
H1 -2.842 2.400 -0.917  0.13
N1 -2.254 1.739 -0.384  0.14
N2 -2.412 1.631 0.887  -0.37
O1 -2.916 2.343 1.675  0.13
O2 -1.635 0.574 1.329  0.03
C1 -1.487 -0.225 0.239  -0.76
S1 -2.708 -1.230 -0.365  0.71
C2 -0.025 -0.530 0.135  -0.24
C3 0.521 0.391 -0.716  -0.06
C4 1.838 0.313 -1.102  -0.04
C5 2.598 -0.605 -0.371  -0.08
C6 2.045 -1.593 0.393  -0.10
C7 0.710 -1.611 0.666  -0.01
H2 -0.296 1.066 -1.072  0.11
H3 2.256 0.907 -1.877  0.10
H4 3.620 -0.808 -0.606  0.10
H5 2.666 -2.274 0.862  0.09
H6 0.322 -2.487 1.224  0.13

For the LUMO energy, the calculation gives -0.7238 eV. The calculation puts the total energy at -25260.35814 eV. Its SMILES is [H]/N=[N+](\[O-])OC(=S)c1ccccc1. The HOMO-LUMO gap comes out at 8.17 eV.

[6]
Formula: C7H6N2O3
Source: OMol25
Level of theory: ωB97M-V with the def2-TZVPD basis set

Last column: Löwdin charge in e.
Positions of all 18 atoms, in Å:
C1 2.757 -1.096 0.296  -0.13
N1 2.456 -1.280 -0.916  0.09
O1 1.210 -0.717 -1.219  -0.01
C2 0.812 -0.029 -0.039  -0.36
C3 1.691 -0.411 1.099  -0.04
O2 0.568 1.301 -0.285  -0.01
C4 -0.747 1.708 -0.684  -0.09
C5 -1.600 0.558 -0.374  -0.15
C6 -2.907 0.120 -0.334  -0.10
N2 -3.040 -1.069 0.213  0.08
O3 -1.740 -1.495 0.542  0.02
C7 -0.935 -0.526 0.190  -0.05
H1 3.722 -1.347 0.699  0.12
H2 1.322 -1.173 1.717  0.11
H3 2.111 0.573 1.505  0.17
H4 -0.638 1.927 -1.686  0.11
H5 -1.147 2.509 -0.142  0.12
H6 -3.895 0.447 -0.584  0.12

For the LUMO energy, the calculation gives 0.7245 eV. The calculation puts the total energy at -16473.22802 eV. Its SMILES is C1=NO[C@@]2(C1)OCc1cnoc12. The HOMO-LUMO gap comes out at 10.17 eV.